(1)
A 10-piece molecular cluster, C21H54F6N6O9P overall, computed with ωB97M-V/def2-TZVPD.

ORCA input file:
```
! wB97M-V def2-TZVPD RIJCOSX def2/J DEFGRID3
* xyz 0 2
H 33.231 -29.729 -20.088
N 37.053 -29.713 -17.902
C 27.639 -31.711 -18.751
H 38.533 -29.633 -16.293
O 33.877 -35.601 -16.846
F 33.029 -31.240 -19.370
H 35.536 -29.638 -19.282
H 30.525 -30.615 -20.203
H 33.670 -35.004 -17.568
H 30.945 -32.424 -18.958
C 31.448 -36.268 -21.393
H 29.000 -29.747 -19.867
H 29.309 -34.340 -25.306
H 38.968 -33.497 -22.223
H 30.684 -31.360 -22.499
O 33.218 -28.815 -20.382
H 32.142 -32.021 -16.618
H 38.510 -30.008 -19.435
H 32.648 -31.417 -15.056
H 30.242 -38.667 -21.589
C 30.053 -38.090 -20.684
C 35.356 -35.574 -16.698
C 36.007 -29.067 -18.467
O 36.915 -33.603 -23.556
C 34.793 -30.474 -24.062
H 29.758 -38.779 -19.893
N 37.494 -34.809 -21.698
H 31.883 -32.431 -23.294
O 29.607 -33.507 -17.910
C 32.899 -32.129 -15.842
C 30.868 -32.355 -22.905
C 37.843 -30.576 -18.786
O 33.040 -33.389 -15.281
H 32.779 -27.171 -19.146
O 35.697 -27.918 -18.103
F 32.426 -33.199 -20.575
H 26.988 -31.618 -19.620
C 38.793 -34.312 -21.522
N 29.876 -32.771 -23.947
N 35.198 -29.534 -25.146
C 32.479 -28.206 -19.309
H 33.149 -37.290 -19.682
F 34.432 -34.057 -20.322
C 30.052 -34.067 -24.557
F 34.145 -32.050 -21.233
H 35.620 -31.183 -24.054
H 35.384 -27.624 -25.880
C 29.078 -31.832 -24.501
H 33.886 -31.927 -16.258
N 28.998 -31.752 -19.196
H 39.165 -33.995 -20.547
H 34.890 -30.661 -27.046
H 32.589 -28.814 -18.410
H 30.260 -34.784 -23.763
C 35.115 -28.222 -24.995
H 37.281 -31.221 -19.460
P 33.790 -32.672 -19.845
O 29.123 -30.716 -24.033
C 35.640 -30.085 -26.503
H 33.066 -34.077 -15.950
H 30.820 -33.218 -22.240
H 37.224 -35.319 -19.648
C 36.553 -34.294 -22.588
H 38.338 -28.221 -17.450
H 27.415 -32.569 -18.117
O 32.197 -38.984 -19.041
C 37.855 -29.010 -16.875
C 37.074 -35.696 -20.660
H 29.102 -37.585 -20.859
H 39.464 -35.086 -21.894
F 35.226 -32.191 -19.143
H 35.727 -35.834 -15.706
H 29.111 -31.099 -21.048
O 34.998 -27.709 -23.886
H 38.465 -31.313 -18.278
N 31.358 -37.419 -20.521
H 33.960 -31.111 -24.360
H 34.586 -30.051 -23.079
H 31.137 -36.424 -22.426
H 27.507 -30.833 -18.119
H 30.566 -35.715 -21.069
C 29.446 -30.718 -20.083
C 32.259 -37.939 -19.670
H 37.597 -36.648 -20.745
H 37.240 -28.500 -16.133
F 33.316 -33.474 -18.515
H 31.409 -28.254 -19.509
H 35.764 -34.580 -16.883
H 36.026 -29.310 -27.165
H 35.523 -34.535 -22.281
C 29.897 -32.641 -18.700
H 30.913 -34.064 -25.225
H 28.451 -32.149 -25.349
H 36.393 -30.866 -26.397
H 32.434 -35.841 -21.576
H 36.037 -35.993 -20.817
H 35.864 -36.214 -17.419
*
```

Properties
Gap between HOMO and LUMO (alpha / beta) in eV: 6.83 / 1.94
Total energy in eV: -75613.1121
Molecular weight in g mol⁻¹: 679.658
HOMO energy (alpha / beta) in eV: -8.367 / -8.367

=====

(2)
C30H37N3P2SV as an isolated structure, computed with ωB97M-V/def2-TZVPD.

ORCA input file:
```
! wB97M-V def2-TZVPD RIJCOSX def2/J DEFGRID3
* xyz 2 4
H 3.921 4.142 0.493
C 3.342 -4.584 -0.092
H -0.869 -3.277 1.097
H -1.253 4.934 -0.622
H 0.453 0.561 -4.170
H -2.698 2.328 -4.963
C 0.423 -1.886 2.113
C -0.827 1.987 1.012
H 3.860 0.009 -0.009
C -4.322 -0.990 -1.338
N 3.547 0.800 0.557
H 3.608 -2.622 0.729
H 5.294 2.006 0.257
C -0.995 4.249 0.173
C -1.128 2.883 -0.023
H 1.602 3.584 1.319
H 0.632 0.902 -1.700
C -1.265 -3.191 3.201
C 0.795 -1.332 3.335
H -6.200 -0.011 -1.629
C 4.212 2.026 0.095
C 3.556 3.171 0.848
H -2.384 -1.757 -0.835
H 1.124 -1.336 -2.618
C 2.472 -5.440 -0.748
C -0.193 -0.295 -3.974
C -0.910 -2.624 4.417
H -0.527 5.808 1.558
H 1.600 -0.599 3.362
H -1.543 2.528 -0.957
C 0.798 -3.712 -0.832
C -0.104 0.087 -1.520
H -0.194 -3.384 -1.111
H -2.066 -3.914 3.157
P 1.237 -1.276 0.616
C 1.670 -2.854 -0.172
H -4.569 -1.814 -1.991
C -3.095 -0.952 -0.700
H -1.113 0.492 -1.664
H 2.768 -6.457 -0.955
C 2.943 -3.293 0.196
N -0.019 -0.351 -0.128
H 4.321 -4.932 0.192
N 2.111 3.011 0.640
H -0.069 -1.018 -4.779
H -1.006 2.035 -5.402
C -2.772 0.131 0.118
H 0.046 4.251 3.401
C 1.214 -4.999 -1.128
S -1.941 0.287 -4.044
C -0.580 4.741 1.405
H -5.714 1.795 -0.022
H 1.874 3.391 -0.283
H 3.765 3.094 1.921
H -1.422 2.633 -3.768
C -3.736 1.101 0.397
H -0.189 1.804 3.058
H 4.017 2.143 -0.976
V 1.418 1.007 0.561
P -1.222 0.174 1.061
C -0.377 2.495 2.240
H -1.447 -2.893 5.313
H 0.411 -1.291 5.441
C 0.101 -0.948 -2.623
H 0.549 -5.669 -1.651
C -0.261 3.867 2.439
C -0.595 -2.835 2.046
C 0.130 -1.708 4.487
C -5.248 0.020 -1.123
H -0.592 -1.781 -2.496
C -4.967 1.045 -0.232
H -3.513 1.894 1.100
H 3.843 0.608 1.520
C -1.731 2.000 -4.596
*
```

Properties
Gap between HOMO and LUMO (alpha / beta) in eV: 7.43 / 7.51
Total energy in eV: -91267.8245
Molecular weight in g mol⁻¹: 584.606
HOMO energy (alpha / beta) in eV: -13.118 / -13.117
Relative energy (zero: lowest compared OMol25 entry of this formula, charge and spin) in eV: 2.030

=====

Q: What is the total energy in the first record?
A: -75613.1121 eV

=====

Q: The highest molecular weight belongs to which entry?
A: C21H54F6N6O9P

=====

Q: Which of these has the highest molecular weight?
A: C21H54F6N6O9P